1.
Density functional theory data (wB97M-V/def2-TZVPD) for a cluster of 2 separate species, C5H11O2 in total in a non-equilibrium geometry.

Calculated values
* highest occupied orbital energy: -3.868 eV
* lowest unoccupied orbital energy: 0.141 Eh
* frontier orbital gap: 7.7 eV
* total energy: -347.64200 hartree
* max |F|: 0.024 Eh/bohr

ORCA input file:
```
! wB97M-V def2-TZVPD RIJCOSX def2/J DEFGRID3
* xyz -1 1
C -1.3014 1.9610 -0.8378
C -0.0158 2.1557 -1.7061
O -0.1173 3.0374 -2.5960
O 0.9537 1.4138 -1.4353
H -1.0153 1.6443 0.1699
H -1.9526 1.2878 -1.3935
H -1.7616 2.9389 -0.6665
C 0.7572 -0.9902 1.2254
C -0.7473 -1.1176 0.9808
C 1.5228 -1.8053 0.2069
H 0.9844 0.0799 1.2617
H 1.0061 -1.3295 2.2331
H -1.1259 -2.1288 1.1480
H -0.9625 -0.7230 -0.0173
H 1.3140 -1.3888 -0.7784
H 2.6009 -1.7316 0.3383
H -1.3255 -0.4666 1.6419
H 1.1861 -2.8373 0.2249
*
```

Here are the Mulliken charges for atoms 1 to 5, given in e: atom 1 (C): -0.67, atom 2 (C): 0.49, atom 3 (O): -0.76, atom 4 (O): -0.65, atom 5 (H): 0.11



2.
Density functional theory data (wB97M-V/def2-TZVPD) for an isolated molecule of C5H9NO.

Calculated values
* highest occupied orbital energy: -9.612 eV
* lowest unoccupied orbital energy: 0.031 Eh
* SMILES: CC1(C)CNC1=O
* frontier orbital gap: 10.4 eV
* total energy: -325.91198 hartree
* max |F|: 0.008 Eh/bohr

ORCA input file:
```
! wB97M-V def2-TZVPD RIJCOSX def2/J DEFGRID3
* xyz 0 1
C 1.4713 0.6618 -0.0814
C 0.1496 -0.0788 0.0881
C 0.2454 -1.2260 1.0840
C -1.0974 0.8461 0.2234
N -1.5090 0.3767 -1.0956
C -0.4545 -0.4744 -1.2766
O -0.1368 -1.2201 -2.1699
H 2.2406 -0.0254 -0.4503
H 1.8131 1.0818 0.8716
H 1.3731 1.4793 -0.8055
H 0.5555 -0.8617 2.0706
H 0.9865 -1.9579 0.7440
H -0.7151 -1.7428 1.1935
H -1.7864 0.5713 1.0313
H -0.8696 1.9171 0.2771
H -2.2663 0.6530 -1.7044
*
```

Here are the Mulliken charges for atoms 1 to 5, given in e: atom 1 (C): -1.64, atom 2 (C): 1.73, atom 3 (C): -1.63, atom 4 (C): -0.75, atom 5 (N): -0.11



3.
Density functional theory data (wB97M-V/def2-TZVPD) for a structure of composition C4H6ClNO2 in a non-equilibrium geometry.

Calculated values
* highest occupied orbital energy (spin up / spin down): -9.274 / -8.263 eV
* lowest unoccupied orbital energy (spin up / spin down): -0.028 / -0.073 Eh
* frontier orbital gap (spin up / spin down): 8.5 / 6.3 eV
* total energy: -821.10531 hartree
* max |F|: 0.115 Eh/bohr

ORCA input file:
```
! wB97M-V def2-TZVPD RIJCOSX def2/J DEFGRID3
* xyz 0 1
C 1.4799 -0.3174 -0.1520
C 0.2095 -0.1895 0.1406
C 2.2217 0.7998 -0.8021
C -2.6818 -1.4854 0.8247
N -0.7532 0.7337 0.1014
O -0.9922 1.3844 1.0926
O -1.4524 0.8483 -0.9503
Cl -2.9817 -0.7309 -0.6061
H 2.1264 -1.1575 0.0734
H 2.8732 0.4709 -1.5176
H 1.6729 1.7552 -0.8899
H 2.9934 1.1312 0.0851
H -3.0250 -1.1384 1.7381
H -1.6906 -2.1044 0.8620
*
```

Here are the Mulliken charges for atoms 1 to 5, given in e: atom 1 (C): -0.42, atom 2 (C): 0.26, atom 3 (C): -1.06, atom 4 (C): -0.43, atom 5 (N): 0.89



4.
Density functional theory data (wB97M-V/def2-TZVPD) for a structure of composition C20H18N4O4S in a non-equilibrium geometry.

Calculated values
* highest occupied orbital energy: -7.492 eV
* lowest unoccupied orbital energy: -0.009 Eh
* frontier orbital gap: 7.2 eV
* total energy: -1690.45513 hartree
* max |F|: 0.274 Eh/bohr

ORCA input file:
```
! wB97M-V def2-TZVPD RIJCOSX def2/J DEFGRID3
* xyz 0 1
C -4.9604 -4.8647 -0.9653
C -4.4910 -3.3972 -1.0273
H -5.3942 -2.6927 -1.0457
H -4.0177 -3.1656 -1.9459
C -3.7847 -3.2258 0.0658
C -3.4977 -1.7037 0.2925
N -3.9598 -0.9025 1.2571
N -3.4294 0.4848 0.7563
C -2.6303 0.6367 -0.2893
N -1.9870 1.6693 -0.5736
C -2.3381 3.0044 0.2156
C -3.2012 2.8672 1.1856
C -3.7337 1.3876 1.6046
O -4.4879 1.5073 2.6831
H -3.2923 3.6383 1.7489
C -1.6622 4.0445 -0.1169
O -0.5401 3.7137 -1.1344
C 0.4361 3.0135 -0.7766
C 0.8341 2.6622 0.3447
C 1.7995 1.7921 0.7486
C 2.6526 1.4339 -0.4984
C 2.3323 2.0603 -1.5198
C 1.3474 2.8802 -1.8413
H 1.0876 3.2216 -2.7017
H 3.1204 1.9090 -2.7333
N 3.9073 0.6474 -0.2532
C 4.2560 -0.2254 0.8666
O 3.7265 0.1212 1.9179
C 5.4099 -0.8326 0.7503
C 6.2425 -1.6109 1.5829
C 7.3244 -1.9534 0.7346
C 7.1589 -1.5820 -0.5997
O 6.1261 -0.7505 -0.5558
H 7.7738 -1.7918 -1.3738
H 8.0576 -2.7715 1.1502
H 6.0037 -1.5508 2.5742
H 4.4193 0.5184 -1.2442
H 2.0135 1.3670 1.8808
H 0.0595 2.8165 1.2567
H -1.3350 4.7442 0.7360
H -2.2403 4.6414 -0.5894
S -2.5026 -0.8444 -0.7479
H -2.9984 -3.6960 0.2449
H -4.4273 -3.4072 1.1504
H -5.7115 -5.0282 -2.0032
H -5.4331 -5.1949 -0.1805
H -4.0334 -5.5908 -1.0308
*
```

Here are the Mulliken charges for atoms 1 to 5, given in e: atom 1 (C): -1.30, atom 2 (C): -0.22, atom 3 (H): 0.30, atom 4 (H): 0.40, atom 5 (C): -0.90



> Which value of total energy does entry 1 give?

-347.64200 hartree



> Which formula does entry 3 have?

C4H6ClNO2



> Which value of max |F| does entry 4 give?

0.274 Eh/bohr



> Look up the total energy of the third one.

-821.10531 hartree